Entry 1:
C25H26BrClCuN7O4 | ωB97M-V/def2-TZVPD

Geometry as XYZ:
```
65
Properties=species:S:1:pos:R:3:forces:R:3
Cu 1.370642 -1.899208 -0.597103 -0.18 -0.22 0.26
Cl 7.972755 -4.338690 -2.038090 0.06 -0.04 -0.01
C 6.501317 -3.482258 -1.735517 -0.10 -0.09 0.00
C 6.534696 -2.085149 -1.585042 -0.03 0.03 0.01
C 5.390877 -1.376730 -1.340369 -0.04 -0.03 -0.01
C 4.130987 -2.018050 -1.224020 0.19 -0.18 -0.12
O 3.086047 -1.290487 -0.990376 0.00 0.15 0.10
C 4.112513 -3.435936 -1.394155 -0.03 0.20 0.02
C 2.913089 -4.194687 -1.358475 -0.01 0.01 -0.02
O 1.758615 -3.779708 -1.138423 0.08 0.05 -0.17
C 5.312833 -4.143196 -1.649053 0.07 0.07 0.00
H 7.483810 -1.572130 -1.668374 0.00 0.00 0.00
H 5.426150 -0.300599 -1.238985 -0.01 -0.01 0.00
H 3.018162 -5.269634 -1.553980 -0.02 0.00 0.01
H 5.277152 -5.217878 -1.776308 0.00 -0.01 0.00
C 3.245845 2.052060 -0.313568 0.06 0.00 -0.01
O 1.899827 1.604207 -0.354122 0.04 -0.13 0.03
C 0.918961 2.540016 -0.373126 -0.11 0.05 -0.07
C 1.120958 3.900694 -0.214954 0.07 -0.01 0.02
C 0.028691 4.761515 -0.201657 -0.09 0.01 0.00
Br 0.332366 6.613163 0.038617 -0.02 -0.06 -0.01
C -1.255112 4.290539 -0.355023 0.05 0.08 0.01
C -1.460450 2.923114 -0.549040 0.09 0.01 0.03
C -0.382100 2.046957 -0.554013 -0.05 0.19 0.09
O -0.526730 0.694637 -0.685283 0.00 -0.03 0.00
C -2.835291 2.420919 -0.692527 -0.07 -0.05 -0.01
N -3.842285 2.791234 0.037347 0.08 0.09 0.11
C -4.932346 2.083535 -0.446571 0.01 -0.12 -0.14
C -6.262318 2.105706 -0.031924 0.01 -0.02 -0.02
C -7.156755 1.301119 -0.709069 -0.03 0.02 0.04
C -6.748971 0.487510 -1.775768 -0.02 -0.03 -0.03
C -5.432606 0.445669 -2.193726 0.03 -0.02 -0.03
C -4.536897 1.255109 -1.506558 -0.12 0.04 0.09
N -3.170175 1.452995 -1.626554 0.10 0.09 0.05
H 3.454987 2.606442 0.605485 -0.01 0.00 0.00
H 3.478824 2.679020 -1.176826 -0.01 0.01 0.00
H 3.847334 1.147381 -0.345981 -0.02 0.05 0.00
H 2.114054 4.306929 -0.090861 0.00 -0.04 -0.01
H -2.105736 4.955768 -0.331027 -0.01 -0.01 -0.01
H -1.463592 0.476267 -0.587301 0.01 -0.02 -0.14
H -6.573325 2.742046 0.785117 0.00 0.01 0.00
H -8.199222 1.300293 -0.419944 0.00 0.00 0.00
H -7.486180 -0.117059 -2.287343 0.01 0.00 0.00
H -5.123317 -0.177023 -3.023431 -0.01 0.00 0.00
H -2.611385 1.249782 -2.439483 -0.04 -0.02 -0.03
C 1.306023 0.470085 3.501790 0.01 -0.01 0.01
N 0.205443 -0.435345 3.193835 -0.02 -0.01 -0.05
C -1.049461 -0.213033 3.908718 -0.01 -0.03 0.02
C 0.229974 -1.060693 1.988326 0.04 0.29 -0.10
N 1.145767 -0.911864 1.100791 0.16 -0.12 0.19
N -0.838756 -1.918834 1.753711 -0.05 -0.13 0.06
C -1.219893 -2.487087 0.560098 -0.12 0.15 -0.13
N -2.395067 -3.157982 0.616028 0.03 0.00 0.05
N -0.538610 -2.340390 -0.526049 -0.03 -0.14 0.05
H 1.286812 0.691258 4.564764 -0.02 0.02 0.00
H 1.234330 1.409078 2.943300 0.01 -0.01 -0.01
H 2.259637 -0.010725 3.286328 -0.01 0.00 0.00
H -0.821951 0.295837 4.840003 0.01 0.03 -0.01
H -1.532405 -1.150245 4.192077 0.00 0.02 0.01
H -1.746991 0.405129 3.338317 -0.01 -0.02 0.00
H 1.792183 -0.159711 1.291913 0.01 0.01 -0.11
H -1.414977 -2.131489 2.548191 0.01 -0.02 0.01
H -2.890120 -3.292427 1.479356 -0.01 0.02 0.00
H -2.667128 -3.742609 -0.154098 0.01 0.00 -0.01
H -0.971502 -2.795160 -1.319992 0.05 -0.05 0.00
```
Positions in Å, forces in eV/Å.

Output
spin multiplicity = 2
total charge = +1
frontier orbital gap (spin up / spin down) = 7.84 / 7.25 eV

***

Entry 2:
C39H61BF9N4O13P | ωB97M-V/def2-TZVPD

Geometry as XYZ:
```
128
Properties=species:S:1:pos:R:3:forces:R:3
C 1.966115 -2.856391 1.724185 -0.23 -0.35 -1.07
C 0.434308 -3.112114 1.121191 1.16 -0.97 0.59
C 0.411925 -2.700388 -0.461727 2.32 -0.65 0.43
N -0.471461 -1.602293 -0.893260 -0.47 -1.71 0.10
C -1.933768 -1.718639 -0.703599 0.02 0.79 -1.17
C -2.496179 -3.276685 -0.700367 0.01 -0.97 0.79
C -2.227566 -4.123265 -2.072151 -0.90 0.11 -0.01
O -2.230852 -5.570223 -1.673099 2.24 -0.36 -2.57
C -1.430797 -6.271634 -2.691276 4.71 -1.56 1.20
C -2.167111 -6.464209 -4.180382 0.28 0.84 1.62
O -0.187619 -6.704274 -2.414771 -8.23 2.80 -1.72
C -2.394273 -0.751962 0.586734 -1.74 -0.52 0.99
C -1.285897 0.025100 1.478166 1.44 0.43 0.99
C -1.090660 1.626756 1.216218 1.34 0.32 0.84
C -0.049893 1.991853 -0.032320 -1.03 2.19 0.97
P 1.805654 1.738721 0.441625 1.00 -2.56 -1.53
O 2.185939 0.242497 0.098622 -1.00 4.66 1.37
O 2.698644 2.895818 -0.568912 -1.01 -3.01 1.75
C 3.752707 2.203644 -1.333369 1.75 -0.11 -1.42
C 3.204493 1.475339 -2.707319 -0.12 -0.36 0.35
O 2.122451 2.186255 2.106883 0.15 -1.38 -2.96
C 3.428495 1.566336 2.434096 2.25 -0.35 0.18
C 4.033621 2.015386 3.899362 -1.10 -0.52 0.39
B -3.305565 -1.494886 1.786352 -0.26 -1.85 0.65
O -2.865190 -2.772241 2.453225 0.43 3.75 0.51
C -4.756385 -0.909398 2.339895 -0.39 0.76 0.82
C -4.539409 0.460322 3.274929 -0.28 0.42 -0.78
N -3.338248 0.258372 -0.001599 1.23 1.07 -3.49
C -2.952352 0.580622 -1.418322 -0.11 3.05 0.12
O -2.903207 1.768614 -2.027548 -0.58 -6.86 3.68
C -2.567078 -0.929952 -2.038115 -1.59 2.94 -0.10
C -1.565940 -0.460507 -3.240801 0.44 -0.03 -1.51
C -0.813487 -1.621487 -4.089538 1.16 -1.55 -2.73
N -0.868207 -1.846638 -5.448551 0.15 0.62 5.23
C -4.062567 -1.362344 -2.588901 -3.37 -1.34 -2.85
C -4.270057 -1.591999 -4.232867 -3.94 -0.69 2.28
C -5.776213 -2.025185 -4.780945 1.53 1.02 4.90
C -6.939613 -2.140643 -3.628142 2.47 0.55 -0.21
N -6.805311 -1.902701 -2.155075 4.92 0.29 -4.14
C -5.419423 -1.555096 -1.695116 0.57 -0.19 -2.21
H 2.148050 -3.486625 2.693691 -0.36 1.47 -1.71
H 2.166535 -1.708816 1.836588 -0.35 -2.20 0.00
H 2.724923 -3.248783 0.893374 -1.54 0.80 1.86
H -0.352335 -2.577673 1.797971 1.35 -1.04 -1.48
H 0.271984 -4.291366 1.204262 0.08 2.58 -0.14
H 1.532289 -2.352024 -0.700142 -2.55 -0.56 0.42
H 0.319893 -3.729663 -1.059861 -0.28 2.37 1.00
H -0.069340 -0.650603 -0.912469 -0.34 -1.19 0.41
H -3.674510 -3.347171 -0.518924 2.58 0.61 -0.40
H -2.040034 -3.932529 0.187082 -0.75 1.73 -1.92
H -3.164620 -3.997915 -2.784640 2.20 0.11 1.20
H -1.202134 -3.944431 -2.596031 -2.03 0.21 1.01
H -2.439033 -7.601379 -4.249880 0.57 2.32 -0.10
H -3.128916 -5.763446 -4.185793 2.08 -1.77 -0.06
H -1.401927 -6.088378 -4.981983 -1.51 -1.05 1.50
H -0.184365 -0.434052 1.441372 -2.51 0.73 -0.13
H -1.592164 -0.074655 2.628779 0.57 0.21 -2.32
H -0.525746 2.041477 2.184971 -1.31 -0.94 -2.02
H -2.069033 2.260336 1.142967 1.83 -1.38 -0.16
H -0.351236 1.505857 -1.051370 1.02 0.76 1.94
H -0.169439 3.169963 -0.185042 0.27 -2.49 0.16
H 4.516726 3.041099 -1.686508 -1.74 -1.52 0.90
H 4.388784 1.472113 -0.645290 -1.74 1.43 -1.58
H 4.024647 0.701690 -3.051273 -1.58 1.67 0.58
H 2.965182 2.247485 -3.582451 0.62 -1.61 2.08
H 2.235155 0.843029 -2.476141 1.96 1.33 -0.39
H 4.182659 1.929263 1.595529 -1.40 -0.89 1.75
H 3.382880 0.385454 2.427621 -0.19 2.55 -0.27
H 3.357376 2.856476 4.399192 1.65 -1.65 -1.23
H 3.942627 1.064912 4.603757 0.32 2.09 -1.41
H 5.163869 2.324623 3.829269 -2.39 -0.49 0.07
H -2.606102 -2.475880 3.394048 -0.82 -1.00 -1.85
H -5.499842 -0.589080 1.495061 1.36 -0.78 1.52
H -5.278006 -1.692501 3.036529 1.02 1.31 -1.51
H -4.720833 1.400755 2.565915 0.53 -1.85 1.65
H -3.436247 0.522221 3.692250 -2.42 -0.05 -0.56
H -5.361606 0.509225 4.121962 1.98 -0.13 -1.66
H -3.747794 0.999203 0.599955 0.78 -0.69 -0.78
H -2.165288 0.226255 -4.009186 1.18 -1.58 1.84
H -0.723140 0.252740 -2.795466 -1.78 -1.73 -0.94
H -0.059029 -2.326446 -3.489763 -1.77 1.76 -0.90
H -0.230095 -2.658494 -5.685662 -0.81 1.19 0.60
H -3.434223 -1.465961 -5.035234 -1.49 -0.27 1.85
H -5.960362 -2.229024 -5.928040 0.30 0.48 2.74
H -8.022503 -2.454418 -4.022323 2.61 0.83 1.23
H -5.298568 -1.405808 -0.516228 -0.44 -0.33 -2.98
C 2.341505 6.015215 -1.535359 0.33 0.06 -0.10
C 1.131738 6.276924 -2.412103 -0.12 -0.44 0.76
O 1.512914 7.010673 -3.585202 0.56 -0.51 -1.92
C 1.998474 6.268400 -4.631465 -0.74 -2.22 2.32
O 2.117518 5.046516 -4.606071 -0.05 2.91 -0.58
C 2.317174 7.167334 -5.825453 0.77 1.46 -2.10
F 2.960005 8.315906 -5.465918 -0.57 -1.12 0.11
F 1.191581 7.555409 -6.490866 0.66 -0.58 0.87
F 3.115869 6.562097 -6.749493 -0.84 0.18 1.25
H 2.852947 6.953625 -1.294906 -0.20 -0.06 0.02
H 2.046256 5.525790 -0.603099 0.03 0.03 -0.17
H 3.069524 5.377997 -2.046853 -0.20 -0.04 0.10
H 0.411940 6.897172 -1.868552 0.15 0.13 -0.37
H 0.617509 5.346008 -2.678188 0.24 0.18 -0.18
C -5.765284 0.046778 10.022773 0.05 -0.38 -0.07
C -5.013300 1.150207 9.303278 -0.77 0.25 0.41
O -3.802357 0.637980 8.727878 0.54 -0.80 -1.88
C -3.922233 0.041125 7.498733 -3.06 1.02 0.78
O -4.984615 -0.070249 6.893127 2.80 -0.02 0.99
C -2.555775 -0.411901 6.986072 2.34 -0.93 -0.66
F -1.802195 -1.014409 7.950859 -1.03 0.61 -0.65
F -1.810818 0.631055 6.519575 -0.99 -0.56 0.44
F -2.641355 -1.306744 5.961373 -0.44 0.88 0.91
H -5.121100 -0.437756 10.764567 -0.09 0.20 -0.04
H -6.648200 0.445907 10.529696 0.13 0.00 -0.08
H -6.087829 -0.731663 9.324432 -0.04 0.19 0.04
H -4.722358 1.924113 10.020694 0.30 -0.20 -0.24
H -5.637625 1.634624 8.543413 0.25 -0.26 -0.02
C 10.152915 1.049146 -2.090822 -0.26 0.26 0.10
C 9.914303 -0.448227 -2.050241 0.64 0.26 -0.51
O 8.845925 -0.760578 -1.144233 -1.99 -0.24 -0.19
C 7.575144 -0.662390 -1.651064 1.93 0.75 -2.52
O 7.323112 -0.328912 -2.805659 0.04 -0.82 2.87
C 6.544266 -1.068325 -0.598559 -1.96 -0.62 1.75
F 6.814138 -0.548799 0.633908 0.12 -0.21 -1.19
F 6.483249 -2.420994 -0.434547 0.41 1.11 -0.49
F 5.279583 -0.665171 -0.908591 1.54 -0.28 -0.13
H 10.331451 1.438009 -1.082401 0.09 -0.14 -0.14
H 11.016128 1.287440 -2.718434 -0.10 -0.08 0.07
H 9.279758 1.577651 -2.485745 0.14 -0.13 -0.07
H 10.809582 -0.952348 -1.672616 -0.38 -0.05 0.20
H 9.715402 -0.852174 -3.049792 -0.22 0.10 0.26
```
Positions in Å, forces in eV/Å.

Output
spin multiplicity = 1
SMILES string = [H]/N=C/C[C@]1(c2cccnc2)C(=O)N[C@@](CCCP(=O)(OCC)OCC)(B(O)CC)[C@]1(CCOC(C)=O)NCCC.CCOC(=O)C(F)(F)F.CCOC(=O)C(F)(F)F.CCOC(=O)C(F)(F)F
total charge = 0
frontier orbital gap = 8.20 eV

***

Number 1: electronic energy -172168.776 eV. Number 2: electronic energy -108417.073 eV.